Molecular formula: C38H55FO30
Method: DFT, ωB97M-V/def2-TZVPD

spin multiplicity: 1
molar mass: 1010.83 g/mol
calculated total energy: -104442.60047 eV
net charge: 0
E_HOMO: -10.5 eV
SMILES: O=C1OC[C@@H](F)O1.C[C@H]1COC(=O)O1.C[C@H]1COC(=O)O1.C[C@H]1COC(=O)O1.C[C@H]1COC(=O)O1.C[C@H]1COC(=O)O1.C[C@H]1COC(=O)O1.C[C@H]1COC(=O)O1.C[C@H]1COC(=O)O1.O=C1OCCO1

```
124
Properties=species:S:1:pos:R:3:lowdin_charge:R:1
C -3.184 1.505 3.375 -0.084
C -3.776 0.454 4.298 -0.097
O -4.691 1.209 5.109 0.064
C -4.400 2.527 4.999 -0.616
O -4.964 3.383 5.552 0.182
O -3.421 2.728 4.113 0.052
H -3.723 1.607 2.440 0.126
H -2.105 1.444 3.291 0.113
H -3.073 0.044 5.014 0.114
H -4.321 -0.322 3.780 0.126
C -1.297 5.194 2.683 -0.005
C -0.435 4.019 2.263 -0.325
C 0.802 4.335 1.422 -0.059
O 1.847 3.562 2.058 0.095
C 1.420 3.085 3.220 -0.598
O 2.082 2.507 3.980 0.174
O 0.094 3.325 3.412 0.078
H -0.651 5.988 3.068 0.090
H -1.956 4.907 3.503 0.081
H -1.912 5.487 1.836 0.081
H -1.077 3.298 1.757 0.114
H 0.971 5.420 1.458 0.136
H 0.644 4.108 0.373 0.115
C 2.924 -3.155 -3.431 -0.020
C 1.477 -2.754 -3.209 -0.291
C 0.636 -2.587 -4.464 -0.089
O -0.550 -3.335 -4.204 0.074
C -0.412 -4.099 -3.112 -0.599
O -1.176 -4.911 -2.776 0.185
O 0.774 -3.841 -2.513 0.075
H 2.951 -4.071 -4.021 0.094
H 3.470 -3.233 -2.501 0.074
H 3.398 -2.387 -4.060 0.094
H 1.444 -1.840 -2.601 0.131
H 1.136 -2.877 -5.396 0.136
H 0.372 -1.540 -4.642 0.131
C -3.813 -3.729 -1.965 -0.032
C -4.924 -3.080 -1.189 -0.251
C -5.225 -3.589 0.237 -0.059
O -4.764 -2.550 1.099 0.089
C -4.365 -1.507 0.402 -0.636
O -3.989 -0.518 0.883 0.171
O -4.390 -1.749 -0.896 0.072
H -4.089 -4.704 -2.372 0.097
H -2.973 -3.963 -1.300 0.068
H -3.338 -3.102 -2.715 0.082
H -5.858 -3.030 -1.746 0.147
H -4.745 -4.524 0.495 0.133
H -6.301 -3.598 0.400 0.132
C -4.367 0.888 -3.096 -0.014
C -3.259 1.454 -2.315 -0.323
C -1.962 1.956 -3.022 -0.071
O -1.567 3.036 -2.181 0.043
C -2.510 3.299 -1.223 -0.552
O -2.437 4.139 -0.412 0.189
O -3.614 2.533 -1.421 0.099
H -4.539 1.361 -4.065 0.090
H -5.257 0.797 -2.491 0.095
H -4.016 -0.113 -3.382 0.094
H -2.890 0.669 -1.643 0.112
H -2.067 2.296 -4.056 0.133
H -1.253 1.126 -2.992 0.121
C 2.069 3.696 -3.481 -0.025
C 2.165 3.668 -4.961 -0.315
C 1.776 4.974 -5.691 -0.052
O 2.844 5.167 -6.669 0.056
C 3.855 4.296 -6.444 -0.560
O 4.868 4.290 -7.045 0.176
O 3.528 3.439 -5.415 0.062
H 2.236 4.699 -3.089 0.095
H 2.827 3.050 -3.036 0.087
H 1.105 3.318 -3.148 0.072
H 1.603 2.794 -5.313 0.147
H 1.628 5.794 -4.993 0.127
H 0.897 4.820 -6.321 0.130
C 2.434 -4.214 2.475 -0.017
C 1.247 -4.832 1.766 -0.313
C 0.495 -5.975 2.535 -0.048
O -0.898 -5.702 2.215 0.058
C -0.981 -4.494 1.574 -0.567
O -1.940 -4.076 1.104 0.214
O 0.222 -3.847 1.612 0.051
H 3.165 -4.992 2.700 0.091
H 2.088 -3.757 3.404 0.079
H 2.916 -3.470 1.844 0.082
H 1.578 -5.215 0.800 0.148
H 0.657 -5.929 3.609 0.132
H 0.733 -6.914 2.042 0.130
C 6.264 -0.807 -1.863 -0.020
C 5.149 0.223 -1.779 -0.282
C 4.034 -0.129 -0.770 -0.103
O 4.471 0.537 0.415 0.059
C 5.305 1.568 0.083 -0.616
O 5.711 2.348 0.807 0.230
O 5.639 1.477 -1.210 0.086
H 7.113 -0.431 -2.429 0.088
H 5.832 -1.679 -2.374 0.078
H 6.636 -1.113 -0.885 0.095
H 4.727 0.426 -2.762 0.146
H 4.025 -1.194 -0.519 0.130
H 3.086 0.171 -1.211 0.099
C 1.371 -0.072 6.710 -0.030
C 0.800 0.086 5.366 -0.306
C 1.554 -0.742 4.291 -0.071
O 0.512 -1.328 3.512 0.035
C -0.643 -1.309 4.219 -0.581
O -1.625 -1.871 3.941 0.188
O -0.536 -0.484 5.304 0.072
H 2.305 0.473 6.835 0.100
H 1.447 -1.101 7.055 0.093
H 0.685 0.428 7.409 0.098
H 0.687 1.128 5.095 0.126
H 2.171 -1.522 4.746 0.125
H 2.183 -0.153 3.630 0.129
C -1.055 0.224 0.549 -0.019
C -0.288 -0.795 -0.336 -0.196
O 0.665 0.043 -1.009 0.087
C 0.770 1.249 -0.374 -0.603
O 1.499 2.033 -0.688 0.246
O -0.240 1.403 0.520 0.071
F -1.110 -1.335 -1.339 0.038
H -1.221 -0.064 1.582 0.124
H -2.031 0.356 0.083 0.101
H 0.183 -1.614 0.211 0.161
```